# C26H34N4O8

One molecule with the formula C26H34N4O8 (ωB97M-V/def2-TZVPD, the OMol25 dataset).

* SMILES string: CCC1=C(OC(=O)N(CC)CC)N2C(=O)O/C(=N\CC(=O)OC)[C@]2(C)[C@H]2C1=CC[C@H]1C(=O)N(CC)C(=O)[C@H]12
* lowest unoccupied orbital energy: 0.575 eV
* HOMO-LUMO gap: 8.73 eV
* E_tot: -49857.080 eV
* highest occupied orbital energy: -8.15 eV

Structure (XYZ):
```
72
Properties=species:S:1:pos:R:3:forces:R:3
O -0.51485 2.73600 -0.41911 0.187 0.113 -0.199
O 1.58552 2.63071 0.41229 0.261 0.509 -0.108
O 3.99806 1.97247 -1.16019 0.055 -0.328 0.162
O 1.40341 0.34151 -1.35238 -0.181 0.214 -0.144
O -2.22461 -0.44043 -1.19476 0.128 -0.098 -0.034
O -2.11891 0.75861 0.72932 0.072 0.007 0.238
O 2.64397 -4.00022 -1.69093 -0.050 -0.260 -0.104
O 4.29777 4.19949 -1.06357 0.000 0.049 0.002
N 3.50377 1.85655 1.50131 -0.421 -0.313 0.199
N 0.15504 1.04904 1.00752 -0.122 0.130 0.158
N -3.53817 1.38869 -0.90009 0.070 0.134 0.062
N 1.84593 -1.85856 -1.75436 -0.137 0.047 -0.409
C 2.65147 -0.99369 0.27152 0.063 0.106 0.159
C 0.29961 2.17169 0.24369 -0.701 -0.196 -0.034
C 1.13988 -1.96357 -3.01764 -0.166 -0.104 -0.234
C 3.03264 -2.47322 0.17340 0.087 -0.241 0.095
C 0.90938 -2.96292 1.33958 -0.061 0.198 0.112
C 3.77067 2.01772 -2.56525 -0.102 0.234 -0.430
C -2.60248 0.50298 -0.54322 0.051 -0.256 -0.227
C 0.59604 -1.66461 1.45202 0.342 -0.204 0.133
C -4.15279 1.25763 -2.20627 -0.153 -0.258 -0.231
C 2.28967 1.78041 1.20496 0.331 -0.375 0.354
C 1.78435 -0.73125 1.52176 0.175 0.147 -0.286
C -4.74401 2.19946 1.10785 0.084 0.114 -0.193
C -3.85287 2.54478 -0.08249 -0.015 0.151 0.475
C 1.12625 0.96804 3.24433 0.075 -0.015 -0.161
C -5.63586 0.91278 -2.11833 0.265 0.080 -0.045
C 4.19161 3.12938 -0.53030 0.226 0.265 0.261
C -0.92331 0.16854 1.03501 0.215 -0.523 -0.159
C 4.32665 2.91460 0.97460 -0.031 0.172 -0.182
C -2.05465 -2.53060 2.95331 -0.040 -0.033 -0.183
C 1.88138 -0.70918 -1.00820 0.409 -0.213 0.225
C 2.34957 -3.34869 1.24805 0.090 0.016 -0.049
C 2.51341 -2.91742 -1.18496 0.304 0.185 0.308
C -1.93304 -2.04631 1.50813 0.048 0.162 0.154
C 1.35507 0.72448 1.74376 -0.023 -0.035 0.443
C -0.25106 -2.55054 -2.81615 0.164 0.108 0.035
C -0.75230 -1.13134 1.34131 -0.677 0.591 -0.123
H 0.69409 1.95337 3.40519 -0.028 0.078 0.002
H 4.09704 3.86494 1.46544 0.096 -0.052 -0.108
H 2.85606 -3.19271 2.20568 0.054 -0.048 0.003
H 0.16517 -3.73246 1.23187 -0.249 -0.079 -0.022
H 2.40590 -1.00589 2.38123 -0.026 0.035 -0.052
H 2.71005 1.83810 -2.74533 0.104 0.001 0.011
H -2.20472 -1.68620 3.62276 -0.011 0.061 0.093
H 4.36967 1.22874 -3.01821 -0.038 0.029 0.031
H -6.19599 1.71269 -1.64042 -0.117 0.059 0.057
H -5.67729 1.75060 0.77720 -0.113 -0.037 -0.007
H -1.83547 -2.89824 0.83402 -0.051 0.008 -0.097
H -0.74287 -2.65511 -3.77906 -0.096 -0.043 -0.107
H 5.36538 2.64972 1.19607 -0.064 0.209 -0.123
H -4.23623 1.50072 1.76635 0.010 -0.043 0.083
H 4.05859 2.99427 -2.95711 -0.001 -0.166 -0.012
H 3.52471 -0.33680 0.30394 -0.076 -0.077 -0.092
H -2.91527 2.98373 0.26824 -0.146 0.061 -0.119
H -3.61708 0.46346 -2.72958 -0.059 0.195 0.012
H 0.44598 0.21732 3.63904 -0.058 -0.074 0.067
H 1.73735 -2.60407 -3.67178 -0.024 0.139 0.058
H -5.77519 -0.00358 -1.55031 -0.043 -0.090 0.059
H -4.01470 2.19496 -2.75464 0.053 -0.062 0.026
H -2.84230 -1.51354 1.23178 0.042 -0.096 -0.082
H 2.07738 0.91380 3.76594 0.082 -0.053 0.062
H -4.97068 3.10288 1.66806 -0.062 0.084 0.112
H -0.85315 -1.89974 -2.18696 -0.031 0.014 0.025
H -0.17691 -3.53245 -2.35445 -0.011 -0.120 0.011
H 2.45966 -4.39680 0.97052 0.065 0.034 0.068
H 4.11232 -2.63286 0.21374 -0.055 0.027 -0.098
H 1.07459 -0.95675 -3.43482 0.082 -0.104 0.018
H -2.90397 -3.20190 3.05220 -0.070 -0.090 0.088
H -6.03472 0.76483 -3.11829 -0.102 0.001 -0.097
H -1.15591 -3.05847 3.26193 0.046 -0.060 0.102
H -4.35370 3.27047 -0.72573 0.077 -0.023 -0.017
```
Forces are in eV/Å.

# C10H10Cl8N2

A 4-piece molecular cluster, C10H10Cl8N2 overall in a non-equilibrium geometry (ωB97M-V/def2-TZVPD, the OMol25 dataset).

* SMILES string: ClC(Cl)(Cl)Cl.ClC(Cl)(Cl)Cl.c1cc[nH]c1.c1cc[nH]c1
* lowest unoccupied orbital energy: 0.193 eV
* HOMO-LUMO gap: 8.47 eV
* E_tot: -113690.272 eV
* highest occupied orbital energy: -8.27 eV

Structure (XYZ):
```
30
Properties=species:S:1:pos:R:3:forces:R:3
Cl -4.58782 -0.13650 -1.43303 -0.316 -0.245 0.169
Cl -4.12649 -1.70563 -3.78044 -0.146 -0.007 0.119
Cl -2.05709 1.55309 -1.95712 0.355 0.007 -0.115
Cl -6.72175 -0.52199 -3.30085 -0.050 -0.063 -0.017
Cl 0.06612 3.14721 -3.13515 -0.110 -0.125 -0.140
Cl -0.84638 3.71597 -0.48115 -0.081 -0.156 0.011
Cl 0.67518 1.35758 -1.00165 0.177 -0.677 0.301
Cl -5.83924 -2.75623 -1.71556 0.034 -0.003 0.239
N 3.78837 0.54373 -0.21188 0.140 -0.031 0.537
N -1.24227 -1.97663 1.59362 -0.424 0.277 -0.011
C -0.54574 2.39784 -1.64755 -0.296 1.081 -0.148
C -2.33547 -1.59943 0.84636 0.202 -0.462 0.340
C 5.14122 0.72043 -0.33619 0.314 -0.430 -0.126
C -1.39936 0.23342 1.75592 0.255 -0.674 1.210
C -0.70077 -0.87743 2.20055 0.019 0.370 -0.484
C 3.51187 0.09146 1.05217 -0.243 -0.187 -0.249
C -5.32733 -1.28881 -2.52761 0.095 0.133 -0.734
C -2.48285 -0.25195 0.99634 0.137 0.591 -0.776
C 4.69111 -0.06468 1.71812 0.101 0.010 0.248
C 5.74018 0.30273 0.82963 -0.509 0.636 0.139
H -0.89194 -2.91079 1.67862 -0.038 -0.095 0.057
H 0.09313 -0.99289 2.91941 0.155 0.132 -0.162
H 5.60416 1.07454 -1.24137 -0.166 0.050 -0.064
H 2.49491 -0.11632 1.34442 0.018 0.060 0.062
H 3.06717 0.70520 -0.88713 0.302 0.156 -0.320
H -2.90692 -2.33283 0.30289 -0.040 0.065 -0.027
H 4.77795 -0.34933 2.75432 0.083 -0.125 -0.061
H -1.20496 1.25197 2.04851 -0.057 0.006 0.018
H 6.77852 0.40633 1.09352 0.082 -0.159 -0.180
H -3.21353 0.37992 0.52232 0.004 -0.136 0.167
```
Forces are in eV/Å.

# C5H31NO11

A 11-piece molecular cluster, C5H31NO11 overall in a non-equilibrium geometry (ωB97M-V/def2-TZVPD, the OMol25 dataset).

* SMILES string: CNCCCC=O.O.O.O.O.O.O.O.O.O.O
* lowest unoccupied orbital energy: 0.045 eV
* HOMO-LUMO gap: 9.54 eV
* E_tot: -29699.275 eV
* highest occupied orbital energy: -9.50 eV

Structure (XYZ):
```
48
Properties=species:S:1:pos:R:3:forces:R:3
O 1.49214 3.58937 0.67706 -0.634 0.819 2.482
O 2.87413 -1.75280 1.34547 3.714 1.920 0.839
O -3.32423 -2.90592 -0.81617 0.671 1.566 0.338
O -0.20428 4.81194 2.47094 0.913 0.162 -1.434
O -0.96215 1.75351 -3.45538 3.633 2.014 0.339
O 1.07579 -0.08925 -2.82476 0.512 2.248 -0.363
O -1.33806 -1.65350 -2.54987 -0.121 0.748 -3.724
O -1.19621 -0.35131 3.97832 0.272 0.951 -1.285
O 2.84307 1.92578 -2.14655 -0.523 -0.427 -1.065
O 3.98371 2.63094 0.20025 0.590 0.686 0.077
O -3.34860 -2.81545 1.93657 1.074 -0.812 0.362
N -0.25418 -1.95838 0.30581 0.423 -0.540 0.061
C -1.24186 0.25897 0.41457 -0.267 0.849 0.013
C 0.04561 -0.53593 0.27455 -1.004 -0.032 0.343
C -0.94322 0.37235 3.01165 -0.179 -2.159 1.757
C -1.87698 0.38964 1.82468 1.776 1.857 -0.496
C 0.79402 -2.82823 -0.22067 -1.439 -1.831 -0.624
H 2.22646 -2.39359 1.46755 -1.407 -1.901 0.695
H -0.57422 -2.31037 1.19020 -0.084 0.225 0.353
H -1.36363 -2.32809 -3.27882 -0.090 0.855 1.304
H -1.18019 -2.09812 -1.75874 0.189 -1.549 2.471
H 1.69714 -2.36244 -0.48390 1.044 0.922 -0.243
H -3.58780 -1.91296 2.12189 -0.189 0.430 0.255
H -2.28345 1.40316 1.91922 -0.324 -0.010 -0.265
H -1.27161 1.22273 -4.11869 -1.175 -2.163 -2.838
H 3.02916 1.72982 -3.10224 -0.453 0.089 1.467
H 3.88446 1.80969 0.66039 -0.021 -0.772 0.448
H 1.19899 3.36741 -0.17346 0.046 -0.456 -1.842
H 1.02866 -3.70845 0.38801 0.002 0.360 0.599
H 2.04580 1.38355 -1.91257 1.251 0.266 -0.538
H 0.71231 4.55002 2.15524 -1.611 0.199 0.422
H 0.00038 0.95563 3.09851 -0.546 0.232 -0.670
H -2.85907 -2.94129 0.05681 -0.828 -0.052 -0.779
H -0.58881 5.11979 1.61451 0.352 -0.326 1.125
H -3.29769 -1.92945 -1.01792 -0.086 -1.617 0.119
H 0.38688 -0.38768 -0.72986 0.601 0.488 -0.256
H -2.52966 -2.97441 2.44961 -0.794 0.224 -0.135
H 0.43780 -3.36174 -1.11341 -0.027 0.322 -0.242
H 3.66775 -1.93818 1.94113 -1.944 0.149 -1.162
H -1.97447 -0.15001 -0.27962 -0.164 -0.250 0.096
H 0.48619 0.70593 -2.97444 0.440 -1.269 0.004
H 3.99195 2.37989 -0.73301 -0.328 0.045 -0.201
H -2.66905 -0.28120 1.94805 -0.933 -1.026 0.554
H -1.63076 1.78645 -2.84442 -2.532 0.215 2.491
H 2.44126 3.52774 0.77382 0.651 -0.404 -0.881
H -1.09934 1.27352 0.02977 0.403 0.004 0.120
H 0.48221 -0.81269 -2.72439 -1.128 -0.966 0.030
H 0.77365 -0.16638 1.00433 0.272 -0.280 -0.120
```
Forces are in eV/Å.

# C18H33BN6ORhSeSi

C18H33BN6ORhSeSi as an isolated structure (ωB97M-V/def2-TZVPD, the OMol25 dataset).

* lowest unoccupied orbital energy (spin up / spin down): -4.131 / -4.129 eV
* HOMO-LUMO gap (spin up / spin down): 6.97 / 6.97 eV
* E_tot: -107098.045 eV
* charge: +1
* highest occupied orbital energy (spin up / spin down): -11.10 / -11.10 eV

Structure (XYZ):
```
62
Properties=species:S:1:pos:R:3:forces:R:3
Rh 0.10035 -1.12019 -1.05323 0.394 0.123 -0.302
Se -2.15505 -1.60899 -1.71184 -0.012 0.030 0.303
Si -3.64621 -0.26065 -0.55328 -0.291 0.073 -0.021
O 0.41335 -3.21365 -1.20556 0.037 0.025 -0.084
N 2.58130 0.14614 0.03507 0.059 0.025 -0.056
N 2.17265 -0.75451 -0.88960 -0.029 -0.136 -0.022
N 0.71243 -0.23428 1.60202 -0.067 0.091 0.063
N 0.05610 -1.19689 0.91099 -0.216 0.002 0.050
N 0.55062 1.57663 -0.11703 -0.291 0.064 0.006
N -0.05377 0.87104 -1.10964 -0.101 -0.101 0.086
C 0.89912 3.94628 0.56826 -0.014 0.003 0.017
C -1.24223 1.33745 -3.26145 0.000 0.017 0.022
C 0.58875 -0.46888 2.91674 0.009 -0.022 0.045
C 3.16936 -2.17229 -2.66505 0.027 -0.015 0.027
C 3.25051 -1.20121 -1.53441 -0.006 0.025 -0.027
C 3.92028 0.26962 -0.01166 -0.017 0.013 -0.005
C 1.20432 0.40660 3.95393 -0.017 0.001 -0.009
C 4.67583 1.19650 0.87810 -0.009 -0.004 0.008
C -1.30935 -3.25479 1.46743 -0.027 0.034 -0.032
C -0.61651 1.73024 -1.96284 0.495 0.017 -0.273
C -5.22314 -0.50647 -1.51738 0.032 0.037 -0.005
C -0.50177 -2.04382 1.78572 0.055 -0.094 0.106
C -3.14804 1.53575 -0.49508 -0.033 0.004 -0.011
C -3.86072 -0.85080 1.20237 0.091 -0.119 -0.045
C -0.17029 -1.61412 3.07028 -0.031 0.072 -0.031
C 0.35002 2.88988 -0.32784 0.053 0.058 -0.115
C 4.38347 -0.58013 -0.99833 -0.004 -0.012 -0.043
C -0.38453 3.02387 -1.49149 0.125 -0.056 -0.053
B 1.50123 0.86386 0.85998 0.119 -0.055 0.014
H -4.67515 -0.29112 1.66943 0.001 0.020 -0.030
H -0.69418 3.94077 -1.96266 -0.020 0.012 0.025
H -0.63318 0.59607 -3.77903 0.004 0.014 -0.008
H -6.04281 0.05130 -1.05855 0.010 0.007 0.011
H -5.11386 -0.15802 -2.54580 -0.017 -0.012 -0.012
H 4.51030 0.95923 1.92915 0.000 0.007 0.001
H 0.84364 1.43122 3.86820 0.006 0.003 0.005
H 0.58401 4.92443 0.21294 -0.003 -0.004 -0.005
H -4.12036 -1.90960 1.23608 0.014 -0.008 0.046
H 2.13842 -2.39108 -2.93570 -0.018 0.003 -0.003
H 3.66291 -3.11178 -2.41267 -0.004 0.004 0.002
H 5.74061 1.11579 0.67353 -0.001 -0.005 -0.006
H -5.50731 -1.55965 -1.54494 0.004 0.001 -0.010
H -1.31759 2.21974 -3.89419 -0.010 0.003 -0.011
H 3.67265 -1.76725 -3.54234 0.000 -0.002 0.000
H -0.42273 -3.70324 -1.16791 0.032 -0.041 0.023
H -2.19489 1.66877 0.02071 -0.153 0.014 0.056
H 1.04108 -3.60263 -0.58319 -0.064 -0.035 0.032
H -3.06512 1.98062 -1.48742 -0.106 0.000 0.160
H -3.90628 2.10075 0.05329 -0.060 -0.085 0.038
H 0.94989 0.03331 4.94296 -0.002 -0.006 -0.003
H 4.37458 2.23168 0.71641 0.001 0.002 0.005
H 5.40622 -0.72138 -1.30367 -0.001 0.002 0.006
H 2.28996 0.42397 3.86087 0.004 0.004 0.005
H -2.18078 -3.27674 2.11727 -0.023 -0.032 0.087
H -0.73184 -4.15772 1.67363 -0.006 -0.034 -0.078
H -2.23211 0.90155 -3.13998 0.052 0.052 -0.009
H 0.54468 3.82231 1.59151 0.006 -0.004 0.000
H 1.98370 1.63430 1.62649 -0.030 -0.002 0.024
H 1.98869 3.92294 0.58530 0.003 0.003 0.003
H -0.46543 -2.08236 3.99352 0.000 0.012 0.009
H -2.95948 -0.68083 1.79374 0.021 -0.039 0.043
H -1.68628 -3.25750 0.44781 0.029 0.046 -0.020
```
Forces are in eV/Å.